{
  "formula": "CH3BO4",
  "method": "the ωB97M-V functional and the def2-TZVPD basis",
  "smiles": "O=COB(O)O",
  "orbital_gap_ev": 11.8,
  "de_lowest_kcal_mol": 24.2,
  "species": ["B", "C", "O", "O", "O", "O", "H", "H", "H"],
  "xyz": [[0.536, 0.298, -0.075], [-1.986, -0.367, 0.370], [-2.792, -0.553, -0.466], [1.442, 1.323, 0.158], [1.006, -0.852, -0.653], [-0.703, 0.538, 0.356], [-1.746, -0.739, 1.354], [2.352, 1.150, -0.114], [1.889, -0.797, -0.930]],
  "atomic_forces_ev_per_a": [[1.892, 0.549, -0.204], [2.889, 0.767, -0.464], [1.207, 0.797, 0.937], [0.060, 0.267, 0.024], [-2.402, -0.771, 0.322], [-3.715, -1.004, -0.692], [-1.241, -0.652, 0.501], [-0.375, 0.045, 0.115], [1.683, 0.001, -0.540]]
}

{
  "formula": "CH3Br2ClOSi",
  "method": "the ωB97M-V functional and the def2-TZVPD basis",
  "orbital_gap_ev": [8.2, 4.6],
  "de_lowest_kcal_mol": 108.6,
  "species": ["C", "O", "Si", "Cl", "Br", "Br", "H", "H", "H"],
  "xyz": [[-1.293, 0.182, -0.121], [-0.206, -0.304, 0.603], [1.314, -0.755, 0.313], [1.921, -1.315, 2.122], [1.540, -1.858, -1.586], [1.411, 3.297, -0.496], [-2.136, -0.052, 0.332], [-1.236, -0.413, -1.097], [-1.314, 1.218, -0.069]],
  "atomic_forces_ev_per_a": [[3.166, -1.841, -3.425], [1.168, -0.560, 1.161], [-1.192, 1.662, -0.557], [0.622, -0.560, 0.333], [0.093, -0.092, 0.399], [0.030, -0.690, 0.120], [-3.890, -1.816, 2.352], [-0.579, 1.782, 0.657], [0.583, 2.116, -1.039]]
}

{
  "formula": "CH3Br2ClP",
  "method": "the ωB97M-V functional and the def2-TZVPD basis",
  "orbital_gap_ev": 7.7,
  "total_charge": 1,
  "de_lowest_kcal_mol": 73.6,
  "species": ["C", "P", "Cl", "Br", "Br", "H", "H", "H"],
  "xyz": [[-1.205, 0.173, -0.536], [0.357, 0.848, -0.522], [3.451, -1.634, 1.323], [0.364, 2.259, 1.122], [1.587, -1.573, 0.300], [-1.867, 0.706, -1.138], [-1.750, -0.056, 0.434], [-0.937, -0.722, -0.983]],
  "atomic_forces_ev_per_a": [[-1.348, -0.868, 3.648], [2.213, 2.094, 0.546], [-0.176, 0.253, -0.078], [0.030, -0.518, -0.381], [-0.172, -0.151, 0.070], [-1.101, 1.093, -1.441], [0.822, 0.419, -0.966], [-0.269, -2.322, -1.398]]
}

{
  "formula": "CH3Br2P",
  "method": "the ωB97M-V functional and the def2-TZVPD basis",
  "smiles": "BrCPBr",
  "orbital_gap_ev": 9.7,
  "de_lowest_kcal_mol": 42.0,
  "species": ["C", "P", "Br", "Br", "H", "H", "H"],
  "xyz": [[0.628, -0.363, -0.197], [-0.718, 0.917, 0.247], [2.280, 0.651, -0.576], [-2.473, 0.167, -0.738], [0.544, -0.895, -1.078], [0.855, -1.089, 0.785], [-1.117, 0.612, 1.558]],
  "atomic_forces_ev_per_a": [[0.879, -0.057, 4.958], [1.593, 0.909, -0.437], [-0.225, -0.115, 0.325], [-1.067, -0.683, -0.595], [-0.913, -1.235, -1.516], [-0.548, 1.854, -2.909], [0.282, -0.673, 0.174]]
}

{
  "formula": "CH3Br2PS",
  "method": "the ωB97M-V functional and the def2-TZVPD basis",
  "s2": 2.011,
  "multiplicity": 3,
  "orbital_gap_ev": [8.6, 7.1],
  "de_lowest_kcal_mol": 23.5,
  "species": ["C", "P", "S", "Br", "Br", "H", "H", "H"],
  "xyz": [[-1.346, -3.153, -0.546], [0.898, 1.119, 1.078], [1.559, 0.219, -0.707], [0.451, -2.914, -0.151], [-2.722, -2.565, 0.441], [-1.713, -3.638, -1.488], [1.945, 0.984, 1.978], [1.131, 2.607, 0.995]],
  "atomic_forces_ev_per_a": [[0.068, -1.132, -2.028], [0.345, 1.107, -1.351], [-0.285, 1.098, 1.367], [-0.546, -0.234, -0.036], [-0.772, 0.647, 1.111], [1.138, 0.498, 0.991], [0.457, -0.417, 0.287], [-0.406, -1.567, -0.340]]
}

{
  "formula": "CH3Br3N",
  "method": "the ωB97M-V functional and the def2-TZVPD basis",
  "orbital_gap_ev": 7.5,
  "total_charge": 1,
  "de_lowest_kcal_mol": 32.5,
  "species": ["C", "N", "Br", "Br", "Br", "H", "H", "H"],
  "xyz": [[1.507, -0.185, 0.182], [-1.328, -0.003, -0.020], [1.474, -0.381, -1.693], [1.608, -1.639, 1.161], [1.602, 1.481, 0.819], [-2.283, -0.208, 0.369], [-1.125, 0.988, 0.273], [-1.456, -0.052, -1.090]],
  "atomic_forces_ev_per_a": [[-0.195, 0.117, -2.360], [-1.021, 0.742, -1.005], [0.148, 0.116, 1.099], [0.040, -0.771, 0.797], [0.126, 0.448, 0.432], [1.279, 0.170, -0.422], [-0.604, -1.264, -0.815], [0.227, 0.442, 2.273]]
}

{
  "formula": "CH3Br3OSi",
  "method": "the ωB97M-V functional and the def2-TZVPD basis",
  "orbital_gap_ev": [7.2, 7.2],
  "de_lowest_kcal_mol": 95.3,
  "species": ["C", "O", "Si", "Br", "Br", "Br", "H", "H", "H"],
  "xyz": [[-0.470, -0.865, -1.585], [-0.942, -0.297, -0.413], [-3.449, 0.047, 0.214], [-4.588, 1.572, -0.751], [-4.051, -1.856, -0.736], [-3.490, 0.402, 2.394], [-1.188, -1.605, -2.012], [0.330, -1.532, -1.230], [0.070, -0.181, -2.381]],
  "atomic_forces_ev_per_a": [[0.616, -0.343, -0.503], [-2.509, 1.257, 0.956], [2.968, -1.317, -0.795], [-0.175, 0.741, -0.350], [0.090, 0.240, 0.595], [0.198, -0.405, -0.752], [0.195, 0.716, -0.356], [0.211, -0.028, -0.127], [-1.593, -0.860, 1.332]]
}

{
  "formula": "CH3Br3SSi",
  "method": "the ωB97M-V functional and the def2-TZVPD basis",
  "smiles": "SC[Si](Br)(Br)Br",
  "orbital_gap_ev": 9.4,
  "de_lowest_kcal_mol": 5.1,
  "species": ["C", "Si", "S", "Br", "Br", "Br", "H", "H", "H"],
  "xyz": [[0.097, -1.015, -0.240], [0.130, 0.683, 0.824], [0.171, -0.487, -2.044], [0.183, 0.009, 2.896], [-1.658, 1.793, 0.380], [1.964, 1.948, 0.310], [0.893, -1.673, -0.140], [-0.750, -1.500, -0.048], [-1.031, 0.241, -1.939]],
  "atomic_forces_ev_per_a": [[2.054, 5.106, -1.436], [1.766, -1.892, -1.372], [-1.663, 0.445, 1.057], [0.012, 0.143, 0.506], [-0.632, 0.453, -0.063], [-1.000, -0.690, 0.356], [1.734, -0.890, 0.628], [-3.602, -1.914, 0.718], [1.333, -0.761, -0.395]]
}

{
  "formula": "CH3BrCl2Si",
  "method": "the ωB97M-V functional and the def2-TZVPD basis",
  "smiles": "Cl[SiH2][C@H](Cl)Br",
  "orbital_gap_ev": 10.1,
  "de_lowest_kcal_mol": 60.0,
  "species": ["C", "Si", "Cl", "Cl", "Br", "H", "H", "H"],
  "xyz": [[-0.054, -0.583, -0.890], [0.082, 0.300, 0.962], [1.669, -0.963, -1.330], [-1.401, 1.092, 2.351], [-0.758, 0.707, -2.223], [-0.724, -1.348, -1.048], [0.567, 1.708, 0.500], [0.620, -0.913, 1.677]],
  "atomic_forces_ev_per_a": [[1.069, 3.310, 0.803], [-0.637, 0.626, -1.019], [-1.106, -0.042, 0.555], [0.719, -0.985, -1.276], [0.188, -0.117, 0.443], [-0.792, -2.171, -0.043], [0.311, -1.552, 0.586], [0.249, 0.932, -0.050]]
}

{
  "formula": "CH3BrClN",
  "method": "the ωB97M-V functional and the def2-TZVPD basis",
  "smiles": "ClCNBr",
  "orbital_gap_ev": 10.0,
  "de_lowest_kcal_mol": 44.7,
  "species": ["C", "N", "Cl", "Br", "H", "H", "H"],
  "xyz": [[-0.636, -0.340, 0.072], [0.974, -0.256, -0.466], [-1.012, 1.176, 1.025], [1.966, 0.605, 0.772], [-0.814, -1.187, 0.704], [-1.182, -0.427, -0.881], [0.704, 0.430, -1.227]],
  "atomic_forces_ev_per_a": [[2.792, 1.205, -0.878], [-5.200, -0.016, -0.907], [-0.532, -1.171, -0.949], [1.406, 0.562, 0.772], [0.279, -0.279, 0.341], [-0.005, 0.373, 0.635], [1.260, -0.674, 0.986]]
}

{
  "formula": "CH3BrI2Si",
  "method": "the ωB97M-V functional and the def2-TZVPD basis",
  "orbital_gap_ev": [7.4, 7.1],
  "de_lowest_kcal_mol": 118.2,
  "species": ["C", "Si", "Br", "I", "I", "H", "H", "H"],
  "xyz": [[1.741, -0.821, -1.071], [-1.360, 0.602, 1.159], [1.119, -1.016, 0.636], [-3.256, -0.550, 0.020], [-0.512, 2.473, -0.203], [2.553, -0.274, -1.217], [1.787, -1.646, -1.657], [-2.074, 1.233, 2.333]],
  "atomic_forces_ev_per_a": [[-2.222, -0.470, 1.708], [-0.869, 0.329, -0.064], [0.198, -0.211, 0.018], [0.439, 0.165, 0.118], [-0.107, -0.190, 0.097], [3.072, 3.133, -0.097], [-0.856, -2.638, -1.574], [0.344, -0.118, -0.206]]
}

{
  "formula": "CH3BrN2",
  "method": "the ωB97M-V functional and the def2-TZVPD basis",
  "orbital_gap_ev": 9.3,
  "de_lowest_kcal_mol": 9.7,
  "species": ["C", "N", "N", "Br", "H", "H", "H"],
  "xyz": [[-0.854, 0.900, -0.714], [-1.006, 0.791, 0.531], [-1.187, 0.365, 1.564], [2.350, -1.982, -0.123], [-1.079, 0.127, -1.391], [-0.767, 1.814, -1.113], [2.542, -2.014, 1.246]],
  "atomic_forces_ev_per_a": [[0.089, -0.762, -0.743], [-0.634, -2.013, 1.553], [0.209, 0.710, 0.408], [-0.155, 0.036, -1.007], [-0.197, -1.250, -0.104], [0.557, 3.298, -1.118], [0.130, -0.020, 1.012]]
}

{
  "formula": "CH3BrO2",
  "method": "the ωB97M-V functional and the def2-TZVPD basis",
  "orbital_gap_ev": 8.2,
  "de_lowest_kcal_mol": 30.4,
  "species": ["C", "O", "O", "Br", "H", "H", "H"],
  "xyz": [[0.649, 0.142, -0.156], [-0.245, 1.084, 0.102], [0.237, -1.064, -0.462], [1.573, -0.122, 2.374], [1.538, 0.588, -0.357], [-0.923, 0.839, 0.859], [-0.635, -1.213, -0.175]],
  "atomic_forces_ev_per_a": [[-3.809, -0.707, 3.048], [-1.763, -0.627, 1.855], [3.228, 0.955, -0.905], [-0.519, 0.059, -1.283], [2.875, 0.128, -1.334], [1.982, 0.482, -2.089], [-1.993, -0.289, 0.708]]
}

{
  "formula": "CH3BrO2P",
  "method": "the ωB97M-V functional and the def2-TZVPD basis",
  "orbital_gap_ev": [6.3, 8.5],
  "total_charge": -1,
  "de_lowest_kcal_mol": 77.9,
  "species": ["C", "O", "O", "P", "Br", "H", "H", "H"],
  "xyz": [[2.228, -0.094, -0.136], [-2.009, -0.619, 1.368], [-2.389, -0.908, -1.147], [-1.858, -0.121, 0.002], [-3.055, 1.844, -0.104], [2.357, 0.875, -0.611], [1.748, -0.141, 0.937], [2.978, -0.837, -0.308]],
  "atomic_forces_ev_per_a": [[-0.735, 0.426, 2.803], [0.273, -0.358, 1.931], [0.370, 0.018, -0.432], [-0.277, -0.576, -1.512], [-0.297, 0.907, 0.004], [-0.279, -0.233, 0.058], [0.784, 0.218, -2.515], [0.162, -0.402, -0.336]]
}

{
  "formula": "CH3BrO2S",
  "method": "the ωB97M-V functional and the def2-TZVPD basis",
  "orbital_gap_ev": 10.2,
  "de_lowest_kcal_mol": 17.1,
  "species": ["C", "O", "O", "S", "Br", "H", "H", "H"],
  "xyz": [[-0.010, 0.588, 0.054], [0.016, -0.437, 3.308], [0.882, 0.788, 1.112], [0.544, 0.817, 2.694], [-1.118, 2.267, 2.540], [-0.525, 1.513, -0.345], [-0.960, -0.051, 0.171], [0.482, -0.071, -0.742]],
  "atomic_forces_ev_per_a": [[-2.784, -1.776, -2.757], [0.704, 2.343, -1.993], [-0.104, -0.514, 0.619], [0.104, -2.036, 1.477], [-0.733, 0.363, 0.102], [1.494, -0.549, 0.381], [1.441, 0.574, 1.228], [-0.123, 1.595, 0.941]]
}

{
  "formula": "CH3Cl2N4",
  "method": "the ωB97M-V functional and the def2-TZVPD basis",
  "orbital_gap_ev": [6.8, 6.6],
  "total_charge": 1,
  "de_lowest_kcal_mol": 110.0,
  "species": ["C", "N", "N", "N", "N", "Cl", "Cl", "H", "H", "H"],
  "xyz": [[0.690, 0.480, -0.091], [3.133, 0.163, -0.402], [0.309, -0.601, 0.316], [2.084, 0.364, -0.839], [-2.119, -0.409, 0.448], [-2.429, 0.773, -0.758], [-2.633, -2.085, -0.028], [-0.020, 1.255, -0.489], [3.437, 0.047, 0.551], [-2.451, 0.012, 1.292]],
  "atomic_forces_ev_per_a": [[-2.974, -1.391, 0.277], [0.234, 0.203, -0.692], [0.432, 1.097, 0.426], [0.760, 0.244, -1.312], [1.210, -1.179, -2.364], [-0.114, -0.408, 0.228], [0.292, 2.329, 0.993], [1.000, 0.015, 0.381], [0.008, -0.243, 1.107], [-0.846, -0.667, 0.955]]
}

{
  "formula": "CH3Cl2PS",
  "method": "the ωB97M-V functional and the def2-TZVPD basis",
  "orbital_gap_ev": 9.1,
  "de_lowest_kcal_mol": 28.4,
  "species": ["C", "P", "S", "Cl", "Cl", "H", "H", "H"],
  "xyz": [[0.114, 0.051, 0.067], [1.465, 1.603, -0.946], [1.750, 1.915, -2.823], [0.936, 3.347, 0.047], [3.161, 1.275, -0.099], [0.157, -0.017, 1.142], [-0.927, 0.344, -0.109], [0.435, -0.891, -0.452]],
  "atomic_forces_ev_per_a": [[0.981, 0.871, -2.181], [-2.933, -0.453, 0.538], [-0.760, -0.511, 0.401], [-0.273, -0.482, -0.168], [1.991, -0.808, 1.299], [1.062, 0.337, 0.341], [0.379, 0.012, -0.739], [-0.446, 1.034, 0.508]]
}

{
  "formula": "CH3Cl3N2P",
  "method": "the ωB97M-V functional and the def2-TZVPD basis",
  "orbital_gap_ev": [6.1, 4.9],
  "total_charge": 1,
  "de_lowest_kcal_mol": 104.3,
  "species": ["C", "N", "N", "P", "Cl", "Cl", "Cl", "H", "H", "H"],
  "xyz": [[2.664, 0.770, -0.459], [1.751, 0.270, -1.067], [-0.355, -0.595, 0.339], [-1.977, -0.371, 0.425], [-2.734, -0.434, 2.336], [-2.586, -1.484, -0.931], [-2.104, 1.305, -0.498], [3.611, 1.189, 0.016], [-0.418, -0.879, -0.632], [2.148, 0.229, 0.470]],
  "atomic_forces_ev_per_a": [[-0.177, -0.874, 0.946], [1.584, 1.210, 0.930], [-1.227, -0.170, 1.559], [4.914, 0.695, 3.000], [0.375, 0.108, -2.164], [-3.130, -3.237, -2.072], [-1.552, 3.026, -0.152], [-0.979, -0.150, -1.391], [1.050, -0.403, -0.281], [-0.857, -0.205, -0.374]]
}

{
  "formula": "CH3ClFNS",
  "method": "the ωB97M-V functional and the def2-TZVPD basis",
  "orbital_gap_ev": 9.8,
  "de_lowest_kcal_mol": 46.0,
  "species": ["C", "N", "F", "S", "Cl", "H", "H", "H"],
  "xyz": [[0.693, 0.927, -0.155], [-0.166, -1.578, 0.609], [1.936, 0.618, -0.669], [-0.382, -0.621, -0.521], [-2.201, 0.415, -0.195], [0.723, 1.227, 1.136], [-0.043, 1.513, -0.669], [-0.561, -2.502, 0.465]],
  "atomic_forces_ev_per_a": [[-0.644, -1.858, 4.002], [0.552, -0.855, 1.459], [-1.297, 0.997, 0.296], [0.823, 0.594, -0.510], [-0.494, 0.614, 0.042], [0.001, -1.167, -4.199], [0.974, 1.647, -0.807], [0.085, 0.028, -0.282]]
}

{
  "formula": "CH3ClFO3P",
  "method": "the ωB97M-V functional and the def2-TZVPD basis",
  "s2": 2.021,
  "multiplicity": 3,
  "orbital_gap_ev": [5.4, 5.7],
  "species": ["C", "O", "O", "O", "F", "P", "Cl", "H", "H", "H"],
  "xyz": [[-1.755, 0.226, -0.246], [-0.515, -0.447, -0.022], [1.825, -1.210, -0.236], [1.283, 0.350, 1.380], [2.094, -1.831, -1.489], [0.994, 0.203, -0.211], [2.320, 1.573, 1.892], [-2.368, -0.477, 0.225], [-2.030, 0.292, -1.353], [-1.849, 1.321, 0.060]],
  "atomic_forces_ev_per_a": [[0.241, 1.804, -2.285], [1.179, 1.412, -1.268], [-1.417, 3.874, 4.363], [-1.897, -1.419, -1.208], [1.028, -2.468, -5.381], [-0.921, -3.899, 1.792], [2.550, 3.082, 1.547], [-1.738, -0.235, 0.785], [0.529, -0.532, 1.222], [0.446, -1.619, 0.433]]
}

One value per record, in order, for electronic energy: -9954.8349 -163618.5669 -162972.6939 -150458.9031 -161291.1547 -212693.6073 -221138.6808 -229929.5435 -104050.6299 -85138.7692 -95205.0924 -74105.9082 -75221.5748 -84512.8673 -86056.9275 -32075.7238 -46255.0906 -50910.0145 -28648.2156 -31747.7961 eV.